Here is a molecular structure, C32H36F3N3O2SSbTi from the OMol25 dataset. Energies are from ωB97M-V/def2-TZVPD.

## Properties
HOMO level = -10.65 eV
Total charge = +1
E = -3343.14884 a.u.
Max |F| = 0.035 hartree/bohr

XYZ file:
```
79
C32H36F3N3O2SSbTi, DFT ωB97M-V/def2-TZVPD
Ti 0.501 1.114 1.463
C -0.360 1.030 4.507
N -0.655 1.773 3.260
C -2.111 1.682 3.027
C -0.249 3.189 3.434
C 1.224 3.362 3.106
N 1.485 3.051 1.675
C 2.950 2.915 1.470
C 1.022 4.170 0.828
H -0.960 1.435 5.327
H 0.692 1.112 4.764
H -0.612 -0.019 4.372
H -2.659 2.069 3.891
H -2.379 0.637 2.873
H -2.373 2.246 2.137
H -0.440 3.517 4.460
H -0.856 3.805 2.772
H 1.830 2.691 3.715
H 1.534 4.388 3.328
H 3.448 3.861 1.705
H 3.143 2.666 0.428
H 3.350 2.130 2.107
H 1.496 5.099 1.161
H -0.058 4.273 0.868
H 1.299 3.979 -0.205
F 1.906 -2.903 1.724
C 2.199 -2.048 2.711
F 3.508 -1.861 2.739
F 1.813 -2.603 3.868
C 1.438 -0.716 2.543
O 2.004 0.349 2.847
O 0.237 -0.768 2.134
N -0.610 1.616 0.292
C -1.065 2.317 -0.819
C -2.392 2.749 -0.899
C -2.836 3.456 -2.007
C -1.970 3.742 -3.053
C -0.651 3.311 -2.982
C -0.199 2.605 -1.881
H -3.075 2.516 -0.092
H -3.867 3.784 -2.052
H -2.318 4.295 -3.914
H 0.032 3.519 -3.796
H 0.823 2.249 -1.830
S 2.021 -0.021 -0.224
Sb 0.523 -1.604 -1.061
C -1.037 -2.415 0.108
C -0.898 -3.685 0.650
C -1.943 -4.227 1.387
C -3.106 -3.500 1.584
C -3.235 -2.226 1.044
C -2.199 -1.676 0.305
C 1.744 -3.204 -1.664
C 1.153 -4.387 -2.103
C 1.955 -5.421 -2.561
C 3.335 -5.270 -2.584
C 3.919 -4.089 -2.149
C 3.124 -3.050 -1.684
C -0.426 -1.069 -2.878
C -1.591 -0.308 -2.912
C -2.200 -0.036 -4.127
C -1.649 -0.519 -5.305
C -0.489 -1.278 -5.271
C 0.127 -1.557 -4.059
H 0.013 -4.254 0.511
H -1.842 -5.219 1.808
H -3.918 -3.926 2.159
H -4.146 -1.662 1.197
H -2.296 -0.675 -0.093
H 0.075 -4.502 -2.101
H 1.502 -6.343 -2.901
H 3.957 -6.079 -2.944
H 4.995 -3.977 -2.169
H 3.579 -2.133 -1.331
H -2.031 0.081 -2.006
H -3.103 0.560 -4.148
H -2.125 -0.304 -6.253
H -0.060 -1.658 -6.189
H 1.032 -2.149 -4.044
```

Here is a single C3H4N2O2 molecule from the OMol25 dataset. Energies are from ωB97M-V/def2-TZVPD.

## Properties
SMILES string = O=c1[nH]ccn1O
HOMO level = -8.18 eV
Total charge = 0
E = -376.66542 a.u.
Max |F| = 0.019 hartree/bohr
Energy relative to the best compared isomer or geometry (same formula, charge and spin) = 258.28 kJ/mol

XYZ file:
```
11
C3H4N2O2, DFT ωB97M-V/def2-TZVPD
C -0.577 -1.125 -0.015
C -1.478 -0.106 -0.013
C 0.597 0.847 -0.018
H 2.516 -0.377 0.052
H -0.734 -2.184 -0.031
H -2.557 -0.112 0.031
H -1.132 2.012 0.015
N 0.670 -0.522 -0.043
N -0.747 1.076 0.022
O 1.889 -1.133 0.020
O 1.554 1.623 -0.021
```

Here is a molecular structure, C2H4N2O2S2 from the OMol25 dataset. Energies are from ωB97M-V/def2-TZVPD.

## Properties
HOMO level = -9.29 eV
Total charge = 0
E = -1134.82283 a.u.
Max |F| = 0.069 hartree/bohr
Energy relative to the best compared isomer or geometry (same formula, charge and spin) = 352.53 kJ/mol

XYZ file:
```
12
C2H4N2O2S2, DFT ωB97M-V/def2-TZVPD
C -0.178 -0.146 0.009
C 2.565 0.187 0.173
N -0.443 1.040 0.167
N -1.762 -1.081 -0.449
O -3.491 -0.184 1.083
O -1.673 1.471 0.033
S 1.232 -1.103 -0.072
S -2.881 0.090 -0.198
H 2.799 0.559 -0.873
H 3.384 -0.182 0.793
H 2.078 0.961 0.726
H -1.630 -1.613 -1.391
```

Here is a single C18H19N3O molecule from the OMol25 dataset. Energies are from ωB97M-V/def2-TZVPD.

## Properties
SMILES string = COc1cccc(CNc2ncc(-c3ccccc3)n2C)c1
HOMO level = -7.67 eV
Total charge = 0
E = -936.81689 a.u.
Max |F| = 0.014 hartree/bohr
Energy relative to the best compared isomer or geometry (same formula, charge and spin) = 160.35 kJ/mol

XYZ file:
```
41
C18H19N3O, DFT ωB97M-V/def2-TZVPD
C -7.177 -0.384 -0.825
H -7.028 -1.227 -1.508
O -6.049 0.454 -0.781
C -4.870 -0.066 -0.334
C -3.798 0.824 -0.289
C -2.550 0.417 0.149
C -2.367 -0.902 0.555
C -3.430 -1.784 0.513
C -4.680 -1.382 0.072
H -5.488 -2.095 0.053
H -3.287 -2.806 0.830
H -1.405 -1.234 0.912
C -1.410 1.408 0.184
N -0.515 1.250 1.328
C 0.593 0.429 1.211
N 0.786 -0.684 1.877
C 2.028 -1.109 1.533
C 2.610 -0.234 0.655
N 1.678 0.770 0.461
C 1.780 1.897 -0.422
H 1.183 2.714 -0.016
H 2.818 2.211 -0.508
H 1.416 1.648 -1.424
C 3.941 -0.277 0.060
C 4.360 -1.431 -0.600
C 5.629 -1.509 -1.141
C 6.501 -0.438 -1.030
C 6.101 0.706 -0.360
C 4.833 0.786 0.187
H 4.548 1.666 0.746
H 6.783 1.537 -0.254
H 7.491 -0.498 -1.456
H 5.941 -2.408 -1.652
H 3.677 -2.263 -0.687
H 2.441 -2.005 1.953
H -1.042 0.973 2.150
H -1.818 2.424 0.219
H -0.827 1.311 -0.735
H -3.970 1.842 -0.605
H -7.992 0.237 -1.194
H -7.436 -0.764 0.169
```

Here is 14 unconnected molecules or ions with the total composition C38H102N2O40S12 from the OMol25 dataset. Energies are from ωB97M-V/def2-TZVPD.

## Properties
HOMO level = -10.61 eV
Total charge = 0
E = -9406.05781 a.u.
Max |F| = 0.054 hartree/bohr
Energy relative to the best compared isomer or geometry (same formula, charge and spin) = 0.00 kJ/mol

XYZ file:
```
194
C38H102N2O40S12, DFT ωB97M-V/def2-TZVPD
C 1.092 -5.804 -1.232
N -0.206 -5.375 -1.775
O -0.316 -4.212 -2.105
O -1.084 -6.186 -1.979
H 1.748 -4.955 -1.404
H 1.432 -6.685 -1.765
H 1.040 -5.925 -0.152
C -4.134 -4.664 -2.684
N -4.462 -3.563 -1.758
O -4.961 -2.568 -2.223
O -4.068 -3.650 -0.618
H -4.000 -5.584 -2.127
H -3.244 -4.404 -3.251
H -4.950 -4.797 -3.391
O 3.046 -5.470 0.577
S 3.358 -4.391 1.465
O 4.029 -3.201 0.999
O 1.968 -3.961 2.174
C 1.027 -5.009 2.492
C 0.280 -4.620 3.754
C 4.142 -4.975 3.004
H 1.638 -5.892 2.682
H 0.310 -5.182 1.691
H -0.420 -5.353 4.147
H -0.229 -3.672 3.570
H 0.992 -4.394 4.553
H 3.700 -5.904 3.355
H 4.015 -4.175 3.725
H 5.160 -5.214 2.698
O 2.108 5.587 1.070
S 1.400 6.843 1.213
O 2.071 8.088 1.004
O 0.115 6.853 0.228
C -0.514 5.616 -0.174
C 0.120 5.163 -1.491
C 0.484 6.736 2.787
H -1.576 5.833 -0.254
H -0.337 4.859 0.593
H 1.124 4.795 -1.289
H 0.084 5.964 -2.224
H -0.512 4.336 -1.823
H -0.418 6.149 2.653
H 0.247 7.770 3.026
H 1.153 6.264 3.501
O -5.485 2.190 2.157
S -4.658 3.382 2.141
O -4.923 4.424 3.120
O -3.110 2.930 2.334
C -2.768 1.691 1.686
C -1.457 1.255 2.314
C -4.609 4.108 0.554
H -2.690 1.924 0.623
H -3.475 0.870 1.804
H -0.771 2.104 2.283
H -0.957 0.432 1.807
H -1.640 1.003 3.355
H -3.994 5.003 0.557
H -5.630 4.435 0.350
H -4.322 3.361 -0.182
O 1.561 -0.721 -5.803
S 2.882 -0.636 -5.235
O 3.627 0.568 -5.415
O 2.756 -0.904 -3.623
C 2.033 -2.052 -3.151
C 2.200 -2.028 -1.640
C 3.870 -2.032 -5.773
H 2.325 -3.002 -3.610
H 0.989 -1.948 -3.468
H 1.538 -1.306 -1.162
H 3.181 -1.631 -1.370
H 2.114 -3.032 -1.228
H 4.726 -2.051 -5.102
H 4.188 -1.780 -6.780
H 3.212 -2.888 -5.672
O 2.220 1.884 3.530
S 2.521 1.190 2.287
O 1.688 1.474 1.138
O 4.052 1.679 1.914
C 5.086 1.555 2.902
C 6.046 0.443 2.463
C 2.741 -0.568 2.620
H 4.724 1.374 3.915
H 5.598 2.515 2.930
H 6.822 0.339 3.225
H 6.600 0.737 1.571
H 5.518 -0.484 2.259
H 3.188 -0.585 3.611
H 3.463 -0.935 1.897
H 1.732 -0.971 2.577
O -5.027 -5.592 5.541
S -3.990 -4.761 5.003
O -2.874 -5.417 4.366
O -4.726 -3.765 3.953
C -3.945 -2.706 3.402
C -4.472 -1.331 3.773
C -3.425 -3.664 6.345
H -3.931 -2.856 2.321
H -2.903 -2.763 3.746
H -5.472 -1.267 3.338
H -3.795 -0.548 3.442
H -4.635 -1.229 4.848
H -2.545 -4.082 6.813
H -4.330 -3.576 6.942
H -3.275 -2.683 5.902
O -4.972 -7.015 2.180
S -3.835 -7.485 1.466
O -3.146 -8.640 1.989
O -4.175 -7.679 -0.126
C -3.473 -8.649 -0.905
C -3.946 -8.399 -2.310
C -2.595 -6.195 1.262
H -3.575 -9.696 -0.620
H -2.422 -8.349 -0.837
H -3.705 -9.191 -3.026
H -3.401 -7.555 -2.733
H -5.028 -8.300 -2.394
H -1.890 -6.567 0.516
H -2.084 -6.044 2.207
H -3.104 -5.331 0.839
O 4.005 6.334 -5.970
S 2.901 6.180 -5.103
O 2.865 6.787 -3.782
O 1.589 6.709 -5.894
C 0.418 6.993 -5.134
C -0.682 7.404 -6.135
C 2.414 4.435 -5.001
H 0.538 7.827 -4.444
H 0.162 6.098 -4.563
H -0.415 8.395 -6.504
H -1.661 7.340 -5.668
H -0.650 6.803 -7.046
H 3.286 3.949 -4.564
H 2.260 4.118 -6.030
H 1.495 4.311 -4.436
O 7.264 4.984 -1.511
S 5.843 4.828 -1.656
O 5.213 4.754 -2.943
O 5.441 3.499 -0.822
C 4.189 2.883 -1.155
C 4.336 1.872 -2.270
C 4.963 6.020 -0.656
H 3.485 3.666 -1.447
H 3.713 2.376 -0.323
H 3.397 1.567 -2.728
H 4.901 0.969 -2.023
H 4.974 2.329 -3.031
H 3.987 6.099 -1.125
H 5.519 6.954 -0.641
H 4.945 5.587 0.339
O -1.482 3.266 -3.973
S -2.859 3.460 -3.569
O -3.207 3.921 -2.246
O -3.533 4.511 -4.639
C -3.098 4.453 -5.992
C -4.022 5.432 -6.738
C -3.826 2.001 -3.883
H -3.158 3.462 -6.448
H -2.069 4.810 -6.054
H -5.070 5.176 -6.608
H -3.762 5.451 -7.796
H -3.816 6.423 -6.334
H -3.367 1.170 -3.353
H -3.734 1.789 -4.950
H -4.879 2.174 -3.683
O -0.690 -1.149 3.985
S -0.338 -1.241 5.371
O -0.738 -2.424 6.080
O 1.245 -0.957 5.542
C 1.854 -1.205 6.824
C 3.181 -1.917 6.649
C -0.940 0.214 6.275
H 1.149 -1.731 7.469
H 2.072 -0.242 7.292
H 3.054 -2.831 6.068
H 3.570 -2.154 7.639
H 3.896 -1.283 6.125
H -0.357 1.108 6.067
H -0.711 -0.038 7.315
H -2.011 0.399 6.243
O -0.814 -0.196 -2.998
S -0.637 0.562 -1.792
O -1.679 1.470 -1.399
O -0.300 -0.463 -0.575
C -1.262 -1.484 -0.388
C -0.951 -2.342 0.827
C 0.921 1.426 -1.820
H -1.432 -2.140 -1.248
H -2.275 -1.077 -0.264
H -0.889 -1.726 1.729
H 0.001 -2.871 0.757
H -1.802 -3.006 0.981
H 0.898 2.207 -2.574
H 1.682 0.684 -2.053
H 1.021 1.790 -0.797
```

Here is a single C11H14N4O2S molecule from the OMol25 dataset. Energies are from ωB97M-V/def2-TZVPD.

## Properties
SMILES string = O=S(=O)(N1CCCCC1)n1nnc2ccccc21
HOMO level = -9.31 eV
Total charge = 0
E = -1195.13395 a.u.
Max |F| = 0.102 hartree/bohr
Energy relative to the best compared isomer or geometry (same formula, charge and spin) = 278.11 kJ/mol

XYZ file:
```
32
C11H14N4O2S, DFT ωB97M-V/def2-TZVPD
O -1.277 -0.284 2.781
O -0.521 -2.117 1.431
N -2.225 1.642 -0.988
N -1.546 1.367 0.068
C -3.719 -1.097 -3.116
C -3.283 -2.182 -2.405
C -3.306 0.168 -2.857
C -2.678 -1.923 -1.092
C -2.621 0.458 -1.688
C -2.308 -0.594 -0.799
N -1.505 -0.011 0.159
N 0.911 0.055 1.438
C 1.854 -0.432 0.413
C 1.074 1.469 1.785
C 3.381 -0.301 0.689
C 2.640 1.669 1.955
C 3.561 1.259 0.822
S -0.652 -0.677 1.488
H -4.211 -1.247 -4.031
H -3.349 -3.138 -2.873
H -3.613 0.937 -3.424
H -2.531 -2.798 -0.506
H 1.666 0.106 -0.577
H 1.749 -1.480 0.282
H 0.531 1.575 2.689
H 0.778 2.167 0.950
H 3.632 -0.803 1.613
H 3.844 -0.696 -0.212
H 3.007 1.094 2.870
H 2.809 2.713 2.138
H 4.622 1.458 1.160
H 3.284 1.645 -0.162
```

Here is a single C5H8N2 molecule from the OMol25 dataset. Energies are from ωB97M-V/def2-TZVPD.

## Properties
HOMO level = -7.18 eV
Total charge = 0
E = -304.76636 a.u.
Max |F| = 0.007 hartree/bohr
Energy relative to the best compared isomer or geometry (same formula, charge and spin) = 181.52 kJ/mol

XYZ file:
```
15
C5H8N2, DFT ωB97M-V/def2-TZVPD
C -2.101 -0.320 0.426
N 0.514 -1.107 -0.407
C 1.837 -1.122 -0.126
C 2.327 0.151 0.173
C 1.226 1.024 0.074
C 0.189 0.179 -0.283
N -1.231 0.495 -0.484
H -3.140 0.014 0.351
H -1.981 -1.356 0.112
H -1.702 -0.196 1.432
H 2.372 -2.065 -0.145
H 3.339 0.437 0.435
H 1.225 2.097 0.221
H -1.383 1.493 -0.328
H -1.492 0.277 -1.451
```

Here is 9 unconnected molecules or ions with the total composition C12H42O15 from the OMol25 dataset. Energies are from ωB97M-V/def2-TZVPD.

## Properties
SMILES string = OCCO.OCCO.OCCO.OCCO.OCCO.OCCO.O.O.O
HOMO level = -9.97 eV
Total charge = 0
E = -1610.76488 a.u.
Max |F| = 0.067 hartree/bohr
Energy relative to the best compared isomer or geometry (same formula, charge and spin) = 426.93 kJ/mol

XYZ file:
```
69
C12H42O15, DFT ωB97M-V/def2-TZVPD
O 0.325 0.302 -1.018
H 1.231 0.125 -1.273
H 0.377 1.098 -0.489
O -1.502 2.790 2.975
H -2.247 2.728 3.574
H -1.082 3.620 3.198
O -4.274 4.276 -1.633
H -4.200 4.286 -0.679
H -3.411 3.996 -1.938
C -3.712 -5.772 -3.969
C -3.109 -4.489 -3.490
O -2.172 -4.777 -2.504
O -4.237 -6.488 -2.876
H -3.104 -6.569 -4.396
H -4.550 -5.487 -4.605
H -3.800 -3.939 -2.852
H -2.613 -3.774 -4.147
H -1.863 -3.930 -2.173
H -3.494 -6.785 -2.347
C -2.490 -3.383 3.530
C -1.523 -4.139 4.470
O -0.418 -4.435 3.619
O -3.479 -2.744 4.349
H -3.061 -3.937 2.786
H -1.855 -2.698 2.968
H -2.043 -5.032 4.815
H -1.204 -3.412 5.217
H 0.059 -3.603 3.575
H -4.278 -2.451 3.904
C -2.743 0.026 -8.931
C -1.748 0.840 -8.268
O -2.107 1.267 -6.990
O -3.052 -1.214 -8.281
H -2.459 -0.201 -9.959
H -3.736 0.473 -8.964
H -1.464 1.597 -9.000
H -0.808 0.300 -8.151
H -1.808 0.645 -6.322
H -2.922 -1.939 -8.896
C 3.173 0.052 7.753
C 1.932 0.544 7.025
O 2.107 0.502 5.683
O 3.187 -1.336 7.928
H 3.321 0.479 8.745
H 4.009 0.448 7.177
H 1.675 1.562 7.317
H 1.077 0.025 7.457
H 1.373 0.943 5.248
H 3.344 -1.734 7.068
C 5.895 -2.248 2.076
C 6.189 -0.976 1.296
O 5.227 -0.798 0.236
O 5.104 -2.159 3.202
H 6.841 -2.738 2.305
H 5.501 -3.050 1.452
H 7.108 -1.097 0.722
H 6.349 -0.076 1.891
H 5.650 -0.029 -0.153
H 4.573 -1.404 2.941
C 1.245 6.838 -1.531
C 0.078 7.650 -0.849
O 0.581 8.619 0.026
O 1.949 7.592 -2.469
H 0.786 5.992 -2.042
H 1.950 6.444 -0.800
H -0.530 6.898 -0.347
H -0.491 8.274 -1.538
H -0.077 9.294 0.208
H 1.450 8.315 -2.855
```